Entry 1:
The following is a DFT calculation (ωB97M-V/def2-TZVPD) of a single C7H17N3 molecule.

Computed properties:
DFT total energy	-11998.912	eV
charge	0
energy above the lowest of the compared OMol25 structures with the same formula, charge and spin	155.1	kcal per mole
SMILES string	CC(C)n1n(C)n1C(C)C
spin multiplicity	1
HOMO-LUMO gap	0.3447	Eh

Each line ends with the natural charge from an NBO analysis.
Element x y z (Å)
C1 -2.510 -0.563 0.474  -0.66
C2 -1.498 0.430 0.027  -0.04
C3 -2.064 1.634 -0.695  -0.64
N1 -0.627 -0.406 -1.180  -0.15
N2 0.125 -1.592 -0.963  -0.15
C4 -0.033 -2.319 0.288  -0.44
N3 0.809 -0.336 -1.080  -0.16
C5 1.546 0.216 0.153  -0.11
C6 1.620 1.746 -0.121  -0.63
C7 2.897 -0.458 0.182  -0.62
H1 -2.548 -1.196 -0.416  0.23
H2 -3.387 0.055 0.677  0.21
H3 -2.044 -0.966 1.444  0.22
H4 -0.863 0.832 0.957  0.19
H5 -2.701 1.411 -1.570  0.22
H6 -1.368 2.474 -0.900  0.22
H7 -2.800 1.959 -0.050  0.21
H8 0.812 -2.882 0.472  0.21
H9 -0.183 -1.624 1.114  0.17
H10 -1.003 -2.827 0.044  0.22
H11 1.045 0.077 1.074  0.19
H12 2.479 2.171 0.505  0.21
H13 0.720 2.394 0.314  0.21
H14 1.716 1.913 -1.278  0.24
H15 2.771 -1.529 0.572  0.20
H16 3.648 0.008 0.745  0.22
H17 3.442 -0.621 -0.788  0.23

Force components x, y, z for each atom (eV/Å):
1.03 0.63 1.32
3.59 0.18 -0.51
0.76 -0.38 -1.33
-1.16 2.50 1.95
0.30 -0.44 -0.36
-2.68 2.30 -0.87
1.48 -0.04 0.66
-0.62 1.32 -2.44
-0.23 1.54 0.36
0.00 -3.07 -1.23
-0.98 -0.64 0.75
-0.49 -0.84 0.11
-1.53 -0.23 -1.62
-1.03 -0.96 -2.20
0.89 -0.32 -0.08
-0.31 -0.79 0.01
-1.49 1.36 1.81
1.46 -1.69 0.16
-0.06 -0.23 0.33
1.14 -0.32 0.96
-0.56 -0.40 0.98
-0.78 -0.50 -1.33
1.52 -1.73 -1.21
0.04 -0.07 2.35
0.23 1.44 -0.32
0.63 0.95 1.39
-1.16 0.44 0.35



Entry 2:
The following is a DFT calculation (ωB97M-V/def2-TZVPD) of a gas-phase ion, C7H17N3O2 (charge +2).

Computed properties:
DFT total energy	-16078.596	eV
charge	+2
energy above the lowest of the compared OMol25 structures with the same formula, charge and spin	94.3	kcal per mole
SMILES string	C[NH2+]/C(N)=C(/O)[NH+]1CCOCC1
spin multiplicity	1
HOMO-LUMO gap (spin up / spin down)	0.3098 / 0.3099	Eh

Each line ends with the natural charge from an NBO analysis.
Element x y z (Å)
C1 2.517 -1.592 -0.181  -0.41
N1 2.205 -0.109 0.041  -0.57
C2 1.373 0.016 1.292  0.29
N2 2.146 -0.145 2.359  -0.77
C3 -0.015 0.946 1.268  0.37
O1 -0.661 0.888 2.381  -0.65
N3 -0.978 0.768 0.151  -0.43
C4 -0.737 1.297 -1.187  -0.27
C5 -1.884 0.970 -2.161  -0.08
O2 -2.096 -0.406 -2.249  -0.48
C6 -2.565 -0.835 -0.944  -0.12
C7 -1.385 -0.674 0.037  -0.24
H1 3.317 -1.970 0.554  0.26
H2 1.543 -2.179 0.048  0.25
H3 2.782 -1.690 -1.166  0.24
H4 1.864 0.260 -0.918  0.47
H5 3.043 0.450 0.203  0.44
H6 1.659 -0.547 3.174  0.45
H7 3.144 -0.151 2.293  0.42
H8 -0.163 1.342 3.043  0.53
H9 -1.737 1.497 0.464  0.48
H10 0.127 0.825 -1.563  0.17
H11 -0.618 2.390 -1.314  0.27
H12 -2.752 1.670 -1.715  0.19
H13 -1.515 1.206 -3.178  0.26
H14 -2.947 -1.888 -0.927  0.26
H15 -3.447 -0.245 -0.523  0.21
H16 -1.697 -1.010 1.095  0.27
H17 -0.524 -1.085 -0.378  0.20

Force components x, y, z for each atom (eV/Å):
-1.14 -1.11 3.76
-0.47 0.28 -1.08
-3.49 2.97 -2.15
-1.83 -0.50 0.61
5.74 -3.01 -2.10
-1.80 -0.03 0.97
-1.88 2.51 1.64
0.51 0.94 -2.07
-0.12 1.25 0.59
-1.77 -0.33 2.01
-0.38 -0.18 0.57
-3.39 0.26 1.77
-1.17 0.79 -1.29
1.67 1.06 -0.49
0.86 -0.48 -2.28
-0.07 -0.43 2.30
0.50 -0.12 -0.20
0.91 0.39 -0.26
0.45 -0.07 0.43
0.38 0.72 1.32
0.74 -2.26 -0.09
1.18 -0.54 -0.54
0.19 -0.46 1.05
1.04 -1.82 -1.66
-0.61 0.74 0.63
0.75 0.80 -0.46
0.96 -0.29 -0.94
0.84 0.25 -1.71
1.39 -1.33 -0.33



Entry 3:
The following is a DFT calculation (ωB97M-V/def2-TZVPD) of 2 unconnected molecules or ions with the total composition C7H17NO.

Computed properties:
DFT total energy	-11069.729	eV
charge	0
energy above the lowest of the compared OMol25 structures with the same formula, charge and spin	78.6	kcal per mole
SMILES string	C=CCCCNCC.O
spin multiplicity	1
HOMO-LUMO gap	0.3213	Eh

Each line ends with the natural charge from an NBO analysis.
Element x y z (Å)
C1 1.920 1.933 -0.464  -0.45
C2 0.654 1.949 -1.033  -0.13
C3 -0.574 1.677 -0.227  -0.47
C4 -0.383 1.520 1.255  -0.43
C5 0.084 0.102 1.680  -0.22
N1 -0.983 -0.908 1.626  -0.65
C6 -0.644 -2.115 0.935  -0.20
C7 -1.385 -2.341 -0.412  -0.63
H1 2.681 2.274 -1.060  0.18
H2 2.350 1.696 0.451  0.20
H3 0.562 2.206 -2.170  0.21
H4 -0.896 0.723 -0.696  0.24
H5 -1.283 2.591 -0.484  0.22
H6 -1.353 1.724 1.796  0.21
H7 0.375 2.265 1.627  0.22
H8 0.528 -0.002 2.735  0.18
H9 1.050 -0.174 1.150  0.19
H10 -1.854 -0.439 1.399  0.36
H11 0.425 -2.088 0.886  0.20
H12 -1.088 -2.957 1.578  0.17
H13 -2.402 -2.244 -0.304  0.20
H14 -0.941 -1.729 -1.270  0.21
H15 -1.128 -3.329 -0.791  0.20
O1 1.155 -0.674 -2.507  -0.94
H16 1.746 -0.095 -2.976  0.47
H17 1.382 -1.563 -2.722  0.47

Force components x, y, z for each atom (eV/Å):
-3.68 0.48 -2.68
3.29 0.56 0.85
-1.04 1.04 -1.98
0.27 0.00 1.81
1.60 -0.40 1.36
0.51 1.81 -0.11
-3.01 -1.41 0.35
4.47 0.49 -1.44
1.84 0.61 -1.92
-0.52 -0.58 2.08
0.08 -0.43 2.37
-0.85 0.53 0.39
0.92 -2.14 0.54
0.92 -0.09 -0.49
-0.82 -0.57 -0.30
-0.85 1.13 -0.91
-1.47 0.05 -0.38
0.08 -0.56 -0.29
0.54 -0.82 -0.28
1.37 0.64 -0.66
-2.32 0.35 0.12
-0.95 -0.06 1.26
-0.34 -0.48 0.31
-0.84 0.58 0.60
0.42 0.18 -0.23
0.38 -0.91 -0.39



Entry 4:
The following is a DFT calculation (ωB97M-V/def2-TZVPD) of a molecular structure, C7H17NO.

Computed properties:
DFT total energy	-11068.804	eV
charge	0
energy above the lowest of the compared OMol25 structures with the same formula, charge and spin	100.0	kcal per mole
spin multiplicity	1
HOMO-LUMO gap	0.2697	Eh

Each line ends with the natural charge from an NBO analysis.
Element x y z (Å)
C1 -0.514 -0.093 0.539  0.38
C2 2.123 0.091 0.342  -0.01
C3 0.328 -0.300 -0.567  -0.45
C4 -2.127 -0.913 -0.629  -0.44
C5 -0.889 1.313 0.926  -0.68
C6 2.993 0.588 -0.781  -0.64
C7 -3.212 0.086 -0.952  -0.64
N1 2.614 -1.100 0.944  -0.85
O1 -0.362 -0.957 1.601  -0.72
H1 -0.428 -0.482 2.436  0.48
H2 1.959 0.849 1.109  0.17
H3 2.832 -1.811 0.255  0.35
H4 1.963 -1.484 1.620  0.38
H5 0.534 -1.323 -0.859  0.21
H6 0.243 0.428 -1.362  0.22
H7 -2.443 -1.640 0.120  0.18
H8 -1.819 -1.469 -1.514  0.18
H9 -1.826 1.300 1.485  0.22
H10 -1.019 1.939 0.048  0.23
H11 -0.135 1.754 1.582  0.21
H12 4.033 0.724 -0.461  0.21
H13 2.632 1.547 -1.153  0.21
H14 2.995 -0.121 -1.614  0.20
H15 -2.882 0.788 -1.724  0.19
H16 -4.131 -0.377 -1.335  0.21
H17 -3.463 0.661 -0.056  0.20

Force components x, y, z for each atom (eV/Å):
-4.36 -0.90 -1.56
-2.10 -0.63 -1.88
5.61 1.02 1.43
0.33 0.68 2.06
-0.23 -0.41 0.06
0.26 0.05 0.08
0.18 0.18 0.05
0.24 -0.19 0.16
0.32 -0.17 0.10
-0.21 0.05 -0.12
-0.21 -0.03 -0.13
-0.05 0.05 0.08
0.05 0.03 -0.20
-0.17 0.00 -0.10
-0.20 -0.12 -0.14
-0.10 -0.01 0.06
0.67 0.26 0.05
-0.06 0.05 -0.02
0.03 0.03 0.00
0.17 0.03 -0.08
-0.04 -0.02 0.03
-0.04 -0.02 -0.04
0.00 0.03 0.02
-0.01 0.05 0.07
0.10 -0.01 0.13
-0.18 0.02 -0.14



Entry 5:
The following is a DFT calculation (ωB97M-V/def2-TZVPD) of 2 unconnected molecules or ions with the total composition C7H17NO.

Computed properties:
DFT total energy	-11070.441	eV
charge	0
energy above the lowest of the compared OMol25 structures with the same formula, charge and spin	62.2	kcal per mole
SMILES string	C/C=C(\C)CCCN.O
spin multiplicity	1
HOMO-LUMO gap	0.3290	Eh

Each line ends with the natural charge from an NBO analysis.
Element x y z (Å)
C1 2.310 -0.251 1.591  -0.66
C2 1.429 -0.462 0.419  -0.20
C3 0.316 -1.155 0.166  0.03
C4 -0.125 -2.166 1.147  -0.66
C5 -0.456 -1.030 -1.168  -0.42
C6 -0.104 0.108 -2.103  -0.41
C7 -0.697 1.478 -1.724  -0.22
N1 -0.432 1.908 -0.360  -0.84
H1 1.668 0.431 2.210  0.22
H2 2.647 -1.121 2.140  0.21
H3 3.302 0.137 1.404  0.22
H4 1.728 0.275 -0.324  0.18
H5 0.426 -3.114 1.086  0.22
H6 -1.160 -2.547 1.046  0.21
H7 -0.152 -1.771 2.164  0.22
H8 -1.493 -1.169 -0.824  0.21
H9 -0.113 -1.992 -1.581  0.21
H10 0.991 0.075 -2.160  0.20
H11 -0.503 -0.242 -3.082  0.21
H12 -1.764 1.410 -1.959  0.20
H13 -0.267 2.176 -2.481  0.17
H14 -1.224 2.475 -0.101  0.36
H15 0.394 2.489 -0.274  0.35
O1 -2.455 1.421 1.376  -0.97
H16 -2.473 0.558 1.759  0.49
H17 -1.792 2.078 1.637  0.49

Force components x, y, z for each atom (eV/Å):
-0.75 -0.35 1.35
0.27 0.72 -1.75
1.18 1.06 -0.15
-1.52 -1.31 0.60
0.85 -1.39 2.20
-0.47 -1.00 0.14
1.15 -0.25 -1.71
-0.34 0.32 -0.13
1.21 -0.43 0.18
-0.86 -0.63 0.54
-0.16 0.97 -0.68
-0.32 -0.15 -0.27
0.38 0.37 0.28
0.14 0.52 -0.52
0.60 -0.11 0.11
-0.06 0.42 -0.81
-0.66 0.13 -0.66
-0.20 0.46 -0.26
0.33 0.74 0.30
0.02 0.20 0.55
-0.40 -0.12 0.39
0.08 0.12 0.12
0.04 -0.09 -0.32
-1.32 1.58 -0.91
0.89 -0.29 0.82
-0.08 -1.51 0.58



Entry 6:
The following is a DFT calculation (ωB97M-V/def2-TZVPD) of 2 unconnected molecules or ions with the total composition C7H17NO.

Computed properties:
DFT total energy	-11068.197	eV
charge	0
energy above the lowest of the compared OMol25 structures with the same formula, charge and spin	113.9	kcal per mole
spin multiplicity	1
HOMO-LUMO gap (spin up / spin down)	0.2754 / 0.2639	Eh

Each line ends with the natural charge from an NBO analysis.
Element x y z (Å)
C1 1.289 0.040 0.446  0.20
C2 -1.098 0.227 0.622  0.36
C3 -0.188 -0.337 -1.925  -0.41
C4 2.248 -1.099 0.680  -0.65
C5 1.894 1.410 0.656  -0.67
C6 -2.252 -0.635 1.025  -0.68
C7 -1.358 1.678 0.364  -0.70
N1 -0.471 -1.755 -1.830  -0.85
O1 0.072 -0.253 1.004  -0.45
H1 0.645 -0.042 -0.977  0.21
H2 -0.790 -2.158 -2.704  0.35
H3 -1.153 -1.949 -1.111  0.35
H4 0.490 -0.174 -2.766  0.18
H5 -1.047 0.323 -2.082  0.16
H6 1.752 -2.052 0.509  0.23
H7 3.084 -1.018 -0.020  0.22
H8 2.565 1.644 -0.176  0.22
H9 1.162 2.212 0.731  0.22
H10 2.665 -1.095 1.694  0.20
H11 2.493 1.437 1.574  0.20
H12 -3.034 -0.606 0.261  0.22
H13 -1.926 -1.666 1.161  0.23
H14 -2.347 1.787 -0.083  0.23
H15 -2.713 -0.299 1.963  0.21
H16 -1.354 2.263 1.294  0.21
H17 -0.629 2.118 -0.313  0.22

Force components x, y, z for each atom (eV/Å):
0.55 0.04 0.62
-0.72 0.23 0.17
1.22 0.28 0.50
-0.13 0.11 -0.12
-0.13 0.01 -0.10
0.09 0.06 0.04
0.20 -0.18 0.01
0.00 -0.12 0.09
0.29 -0.18 -0.19
-1.34 -0.19 -1.18
-0.01 0.09 0.10
-0.05 -0.02 -0.05
0.00 -0.04 -0.08
0.04 0.03 0.21
0.01 -0.02 -0.04
-0.03 0.00 0.04
-0.03 0.00 0.07
-0.02 -0.07 -0.06
-0.01 0.04 0.01
0.03 -0.06 0.02
0.01 0.02 0.00
-0.01 0.00 0.01
0.02 -0.03 0.00
-0.01 -0.03 -0.01
0.02 -0.01 -0.01
0.01 0.02 -0.06



Entry 7:
The following is a DFT calculation (ωB97M-V/def2-TZVPD) of 2 unconnected molecules or ions with the total composition C7H17NO3P.

Computed properties:
DFT total energy	-24456.250	eV
charge	-1
energy above the lowest of the compared OMol25 structures with the same formula, charge and spin	52.3	kcal per mole
spin multiplicity	1
HOMO-LUMO gap (spin up / spin down)	0.3015 / 0.2517	Eh

Each line ends with the natural charge from an NBO analysis.
Element x y z (Å)
C1 -1.637 2.573 0.153  -0.61
C2 1.373 0.195 -1.724  -0.65
C3 1.290 -1.797 1.689  -0.72
C4 -0.391 -2.537 -0.086  -0.72
C5 -1.294 1.145 -0.182  -0.30
C6 1.175 0.827 -0.351  -0.23
C7 -0.083 -1.725 1.108  -0.02
N1 -0.064 0.701 0.357  -0.48
O1 -0.825 0.034 3.078  -1.01
O2 -2.766 -0.841 1.652  -1.17
O3 -1.427 -2.365 3.366  -1.16
P1 -1.499 -1.285 2.363  2.32
H1 -1.533 2.632 1.269  0.21
H2 -0.942 3.323 -0.349  0.19
H3 -2.713 2.649 -0.149  0.21
H4 2.010 0.931 -2.243  0.21
H5 1.623 -0.838 -1.712  0.20
H6 0.324 0.118 -2.143  0.21
H7 1.960 -1.322 1.099  0.20
H8 1.247 -1.342 2.709  0.25
H9 1.614 -2.787 1.920  0.21
H10 -0.099 -3.569 0.023  0.21
H11 0.248 -2.186 -0.890  0.20
H12 -1.395 -2.432 -0.268  0.24
H13 -1.608 0.965 -1.270  0.12
H14 -1.969 0.469 0.300  0.28
H15 1.509 1.970 -0.474  0.15
H16 1.992 0.566 0.302  0.18
H17 -0.790 0.625 2.365  0.49

Force components x, y, z for each atom (eV/Å):
0.09 0.33 0.58
-2.44 1.20 -0.14
-2.76 -0.02 3.12
2.21 0.56 0.35
-0.56 -1.07 -1.82
0.66 2.32 0.22
-1.18 1.46 1.20
1.56 -1.02 0.43
-0.48 -2.01 1.34
1.34 -0.86 0.36
-0.22 -0.81 0.26
0.32 0.78 -0.83
-0.24 0.50 -0.93
-1.07 -0.79 0.57
0.87 0.67 0.29
-0.14 -1.13 -0.54
1.17 -0.65 0.07
1.11 0.65 -0.22
2.39 1.46 -1.86
0.24 0.11 -0.90
0.12 -1.16 -0.36
-0.07 -0.63 0.44
-0.21 0.10 -0.50
-2.39 0.02 -1.01
1.16 0.13 0.53
-1.11 0.03 0.53
-1.21 -1.57 0.11
0.27 -0.64 0.51
0.58 2.06 -1.80



Entry 8:
The following is a DFT calculation (ωB97M-V/def2-TZVPD) of 2 unconnected molecules or ions with the total composition C7H17NO3P.

Computed properties:
DFT total energy	-24448.423	eV
charge	+1
energy above the lowest of the compared OMol25 structures with the same formula, charge and spin	10.3	kcal per mole
spin multiplicity	1
HOMO-LUMO gap (spin up / spin down)	0.3021 / 0.3021	Eh

Each line ends with the natural charge from an NBO analysis.
Element x y z (Å)
C1 1.779 0.018 -0.480  -0.08
C2 -1.173 2.962 -0.161  -0.64
C3 -3.420 -1.975 -0.844  -0.64
C4 4.191 -0.111 -0.523  -0.43
C5 2.921 -0.719 1.455  -0.42
C6 -2.072 2.038 0.627  -0.08
C7 -1.917 -1.960 -1.034  -0.07
N1 2.881 -0.244 0.092  -0.34
O1 -0.781 -0.150 2.222  -0.97
O2 -1.993 0.716 0.085  -0.79
O3 -1.271 -1.717 0.219  -0.77
P1 -1.090 -0.312 0.824  2.48
H1 1.850 0.368 -1.511  0.15
H2 -1.500 3.018 -1.198  0.23
H3 -1.213 3.963 0.269  0.24
H4 -0.147 2.603 -0.132  0.21
H5 -3.694 -2.710 -0.091  0.23
H6 -3.779 -0.996 -0.533  0.22
H7 -3.907 -2.238 -1.780  0.25
H8 4.696 -1.078 -0.533  0.23
H9 4.801 0.587 0.052  0.23
H10 4.098 0.254 -1.544  0.23
H11 3.528 -0.049 2.063  0.22
H12 3.371 -1.713 1.487  0.22
H13 1.914 -0.767 1.862  0.24
H14 -3.118 2.335 0.538  0.22
H15 -1.791 2.015 1.684  0.21
H16 -1.614 -1.202 -1.758  0.20
H17 -1.552 -2.938 -1.360  0.22

Force components x, y, z for each atom (eV/Å):
-2.34 0.08 0.23
-0.19 -0.04 -0.03
0.18 -0.02 0.10
0.69 0.12 -0.46
-0.02 -0.37 0.88
-0.11 1.81 0.49
-0.91 -0.49 -1.35
-0.02 0.04 -0.07
0.40 0.01 0.09
0.78 -1.74 -0.28
0.64 0.93 0.99
0.53 -0.32 -0.48
0.30 0.00 -0.03
0.03 0.02 -0.03
0.02 -0.04 0.00
0.16 0.04 0.03
-0.05 -0.05 0.00
-0.08 0.02 -0.03
0.00 -0.01 -0.07
-0.07 0.01 0.04
-0.08 -0.03 0.02
-0.08 -0.03 0.10
0.01 0.03 -0.03
0.02 0.05 -0.05
0.06 0.06 -0.08
0.09 -0.18 0.03
-0.13 -0.04 -0.15
0.09 -0.06 0.04
0.05 0.23 0.10